Entry 1:
Computed, not measured: C41H38AsN2O9P2S3V as an isolated structure, with ωB97M-V/def2-TZVPD.

XYZ file:
```
97
Properties=species:S:1:pos:R:3:lowdin_charge:R:1
V -0.898 1.059 -1.370 0.9617
C 3.481 -1.375 4.863 -0.4044
S 4.302 -1.862 3.329 0.8167
C 3.175 -3.158 2.721 -0.4658
C 2.244 -2.729 1.586 -0.2370
C 1.291 -1.630 2.045 -0.2215
N 0.498 -0.929 1.009 -0.3178
P 1.098 0.402 0.125 1.0737
C 2.647 0.042 -0.719 -0.3429
C 2.641 -0.031 -2.112 -0.0939
C 3.815 -0.303 -2.797 -0.0532
C 4.996 -0.496 -2.094 -0.0553
C 5.011 -0.408 -0.707 -0.0531
C 3.842 -0.130 -0.019 -0.1024
C 1.520 1.652 1.361 -0.3261
C 2.491 2.613 1.083 -0.0839
C 2.717 3.646 1.977 -0.0596
C 1.978 3.726 3.151 -0.0566
C 1.004 2.778 3.425 -0.0616
C 0.770 1.748 2.529 -0.0895
P -0.942 -1.544 0.348 0.8814
C -0.272 -3.011 -0.452 -0.2851
C 0.760 -2.901 -1.381 -0.0976
C 1.399 -4.034 -1.845 -0.0431
C 1.024 -5.286 -1.378 -0.0486
C 0.002 -5.401 -0.450 -0.0537
C -0.655 -4.269 0.013 -0.0599
C -2.124 -1.996 1.600 -0.2552
C -2.009 -1.424 2.866 -0.0667
C -2.976 -1.673 3.828 -0.0557
C -4.063 -2.478 3.521 -0.0542
C -4.192 -3.026 2.252 -0.0488
C -3.230 -2.787 1.286 -0.0699
H 4.122 -0.635 5.340 0.0341
H 3.381 -2.230 5.529 0.0395
H 2.505 -0.927 4.682 0.0218
H 2.605 -3.523 3.578 0.0826
H 3.800 -3.983 2.382 0.0748
H 1.690 -3.607 1.249 0.1002
H 2.829 -2.380 0.739 0.0933
H 1.867 -0.856 2.556 0.0784
H 0.590 -2.039 2.776 0.1154
H 1.721 0.127 -2.664 0.0969
H 3.808 -0.358 -3.877 0.1139
H 5.912 -0.708 -2.629 0.1121
H 5.934 -0.552 -0.161 0.1143
H 3.863 -0.061 1.063 0.0776
H 3.069 2.554 0.168 0.1157
H 3.475 4.388 1.760 0.1121
H 2.158 4.533 3.849 0.1115
H 0.409 2.852 4.325 0.1157
H -0.020 1.032 2.722 0.0955
H 1.062 -1.934 -1.757 0.0787
H 2.191 -3.938 -2.576 0.1188
H 1.529 -6.173 -1.737 0.1132
H -0.291 -6.374 -0.079 0.1132
H -1.432 -4.378 0.749 0.0983
H -1.172 -0.779 3.103 0.0875
H -2.884 -1.232 4.811 0.1127
H -4.819 -2.669 4.271 0.1134
H -5.052 -3.634 2.008 0.1151
H -3.350 -3.182 0.287 0.1073
O -3.772 1.159 -1.266 -0.3622
As -3.471 1.884 -2.878 1.2958
O -1.675 1.892 -2.698 -0.5794
O -1.483 -0.155 -0.131 -0.4423
C -3.717 0.288 -3.957 -0.3277
C -4.729 0.549 -4.881 -0.1361
C -5.169 -0.411 -5.781 -0.0594
C -4.582 -1.657 -5.779 -0.0468
C -3.555 -1.940 -4.887 -0.0452
C -3.124 -0.984 -3.975 -0.2383
S -1.846 -1.614 -2.902 0.5673
O -1.207 -2.676 -3.614 -0.2563
O -0.815 -0.511 -2.631 -0.4266
O -2.520 -1.972 -1.662 -0.3193
H -3.954 1.875 -0.633 0.0085
H -5.185 1.534 -4.899 0.0849
H -5.959 -0.175 -6.480 0.1139
H -4.906 -2.417 -6.476 0.1162
H -3.072 -2.905 -4.897 0.1144
O 0.601 2.588 -1.669 -0.0302
C -0.030 3.307 -0.859 -0.5035
N -0.997 2.695 -0.162 -0.1351
S -1.949 3.751 0.684 0.6851
O -3.225 3.828 0.028 -0.2812
O -1.908 3.469 2.081 -0.2491
C -0.927 5.143 0.276 -0.1906
C -1.048 6.444 0.710 -0.0101
C -0.102 7.356 0.248 -0.0368
C 0.918 6.969 -0.616 -0.0379
C 1.026 5.650 -1.046 0.0206
C 0.091 4.746 -0.581 -0.1211
H -1.842 6.747 1.379 0.1304
H -0.165 8.388 0.566 0.1171
H 1.634 7.704 -0.956 0.1152
H 1.812 5.333 -1.718 0.1315
```

The orbital gap (spin up / spin down) comes out at 6.9 / 7.4 eV. As for the multiplicity: 2. Its total energy is -7428.86878 Ha. Its net charge is +1. For the highest occupied orbital energy (spin up / spin down), the calculation gives -10.785 / -10.785 eV.

Entry 2:
Computed, not measured: C41H38BCdCl2N5O8S3 as an isolated structure, with ωB97M-V/def2-TZVPD.

XYZ file:
```
99
Properties=species:S:1:pos:R:3:lowdin_charge:R:1
Cd -0.626 -0.724 -0.495 1.1403
Cl -0.243 0.772 2.448 0.6424
C -1.643 1.782 2.564 -0.7023
C -1.609 2.788 3.514 -0.1502
C -2.699 3.623 3.695 -0.1230
C -3.824 3.426 2.912 -0.1614
C -3.835 2.420 1.963 -0.7148
Cl -5.291 2.274 1.008 0.6005
C -2.747 1.551 1.715 -0.7801
S -2.853 0.328 0.491 0.4535
H -0.713 2.907 4.108 0.0910
H -2.671 4.415 4.432 0.0867
H -4.700 4.053 3.020 0.0864
C 3.774 5.662 -0.551 -0.0539
C 4.277 4.839 0.645 -0.5564
C 3.356 5.120 1.833 -0.0722
C 5.697 5.286 1.020 -0.0610
C 4.274 3.358 0.263 -0.1814
C 5.140 2.902 -0.750 -0.0578
C 5.149 1.589 -1.177 -0.0898
C 4.270 0.688 -0.578 -0.4845
S 3.983 -0.988 -0.894 1.0840
C 2.741 -0.982 0.355 -0.5356
N 2.553 0.155 0.933 0.1101
C 3.401 1.122 0.428 -0.3139
C 3.408 2.454 0.847 0.0207
C 1.992 -2.211 0.703 -0.3074
C 2.735 -3.317 1.122 -0.0844
C 2.088 -4.476 1.515 -0.1207
C 0.700 -4.517 1.469 -0.1132
C -0.020 -3.417 1.021 -0.1543
C 0.590 -2.219 0.621 -0.2093
H 3.782 6.729 -0.307 0.0796
H 2.752 5.369 -0.797 0.0502
H 4.403 5.508 -1.431 0.0764
H 3.404 6.183 2.083 0.0811
H 3.656 4.549 2.714 0.0878
H 2.320 4.878 1.593 0.0363
H 5.695 6.345 1.295 0.0762
H 6.397 5.158 0.193 0.0675
H 6.069 4.710 1.870 0.0862
H 5.813 3.601 -1.231 0.0985
H 5.818 1.272 -1.967 0.1003
H 2.693 2.740 1.605 0.1012
H 3.819 -3.260 1.145 0.0944
H 2.658 -5.337 1.846 0.0845
H 0.177 -5.421 1.765 0.0878
H -1.099 -3.498 0.946 0.0772
C -2.600 4.550 -0.822 -0.1141
N -1.816 3.810 -1.797 -0.2104
C -2.601 2.755 -2.445 -0.0533
C -0.489 3.593 -1.528 -0.7607
S 0.180 3.941 -0.031 0.7064
N 0.240 3.083 -2.554 -0.1955
C 1.598 2.625 -2.326 -0.0887
C -0.097 3.335 -3.943 -0.0405
H -3.553 4.805 -1.289 0.0841
H -2.076 5.457 -0.529 0.0594
H -2.788 3.960 0.076 0.0595
H -3.104 2.152 -1.682 0.0525
H -1.970 2.088 -3.018 0.0539
H -3.346 3.202 -3.109 0.0896
H 1.639 2.044 -1.411 0.0583
H 2.296 3.463 -2.239 0.0807
H 1.885 1.981 -3.157 0.0851
H -0.968 3.982 -4.005 0.0865
H -0.299 2.410 -4.490 0.0834
H 0.747 3.836 -4.427 0.0924
O 0.898 -0.198 -3.467 0.0539
B -0.294 -0.227 -2.685 -0.5214
O -1.379 -0.240 -3.606 0.0719
C -0.856 -0.279 -4.861 -0.2509
C -1.507 -0.377 -6.071 -0.0004
C -0.708 -0.454 -7.214 -0.1071
C 0.680 -0.427 -7.129 -0.1008
C 1.329 -0.321 -5.897 -0.0028
C 0.530 -0.251 -4.778 -0.2561
H -2.586 -0.427 -6.121 0.1228
H -1.180 -0.561 -8.183 0.0975
H 1.269 -0.510 -8.034 0.0944
H 2.408 -0.333 -5.812 0.1183
O -3.475 -4.076 -2.336 -0.0164
C -2.458 -3.402 -2.121 -0.6614
O -2.160 -2.675 -1.147 -0.1214
C -1.389 -3.478 -3.228 -0.0835
C -0.034 -3.391 -2.926 0.0670
C 0.890 -3.456 -3.956 -0.1208
C 0.532 -3.575 -5.284 0.0610
C -0.821 -3.662 -5.549 -0.1338
C -1.781 -3.633 -4.550 0.0741
N -1.242 -3.782 -6.952 -0.3506
O -2.428 -3.685 -7.203 0.0628
O -0.385 -3.986 -7.794 0.0507
N 2.325 -3.376 -3.637 -0.3332
O 2.653 -3.499 -2.478 0.0621
O 3.107 -3.224 -4.563 0.0533
H 0.285 -3.262 -1.899 0.1114
H 1.268 -3.590 -6.071 0.1255
H -2.833 -3.728 -4.778 0.1319
```

The orbital gap comes out at 6.0 eV. The relative energy (zero: lowest compared OMol25 entry of this formula, charge and spin) is 0.382 eV. As for the multiplicity: 1. Its total energy is -4768.48687 Ha. Its net charge is -2. For the highest occupied orbital energy, the calculation gives -2.346 eV.

Entry 3:
Computed, not measured: C41H38Cl2N7O4P2V as an isolated structure, with ωB97M-V/def2-TZVPD.

XYZ file:
```
95
Properties=species:S:1:pos:R:3:lowdin_charge:R:1
V -0.713 1.046 0.393 0.4447
Cl -6.867 2.177 -1.466 0.6302
C -5.270 1.516 -1.502 -0.6960
C -4.658 1.218 -0.305 -0.0489
C -3.385 0.691 -0.300 -0.2141
N -2.649 0.415 0.868 0.0268
C -3.306 -0.181 1.868 -0.4556
O -4.518 -0.447 1.883 -0.0172
C -2.551 -0.594 3.121 -0.1718
C -3.335 -1.242 4.080 0.0018
C -2.750 -1.657 5.251 -0.0568
C -1.395 -1.400 5.470 -0.0529
C -0.693 -0.779 4.469 -0.1721
N -1.253 -0.401 3.330 0.0439
C -2.706 0.540 -1.532 -0.2181
C -3.333 0.821 -2.727 -0.0436
C -4.619 1.296 -2.700 -0.7025
Cl -5.388 1.636 -4.210 0.6362
N -1.363 0.351 -1.442 0.0308
C -0.486 0.262 -2.442 -0.4488
O -0.700 -0.185 -3.572 0.0100
C 0.834 0.918 -2.122 -0.1687
C 1.783 1.090 -3.108 0.0221
C 2.843 1.934 -2.836 -0.0450
C 2.962 2.531 -1.593 -0.0531
C 2.026 2.231 -0.640 -0.1574
N 0.996 1.451 -0.904 0.0348
H -5.172 1.361 0.630 0.1102
H -4.380 -1.349 3.837 0.1106
H -3.328 -2.164 6.004 0.0988
H -0.913 -1.705 6.383 0.0973
H 0.361 -0.578 4.595 0.0983
H -2.771 0.690 -3.646 0.1085
H 1.604 0.640 -4.071 0.1057
H 3.588 2.136 -3.592 0.1071
H 3.779 3.194 -1.370 0.1069
H 2.099 2.633 0.351 0.0840
C 0.102 -2.489 1.778 -0.2281
P 0.571 -0.889 1.048 1.0066
C 0.911 -3.441 -0.965 -0.0419
C 1.595 -0.247 2.435 -0.3926
C 2.617 -1.057 2.913 -0.1031
C 3.392 -0.669 3.989 -0.0681
C 3.134 0.564 4.596 -0.0810
C 2.129 1.384 4.115 -0.0992
C 1.350 0.999 3.020 -0.3700
P -0.035 2.055 2.438 0.8999
C 0.738 3.704 2.324 -0.2427
C -1.019 2.429 3.925 -0.2226
H 0.893 -3.204 1.570 0.0315
H -0.853 -2.836 1.393 0.0517
H 0.041 -2.387 2.857 0.0284
H 0.784 -4.016 -1.883 0.0550
H 1.495 -4.038 -0.270 0.0854
H -0.076 -3.263 -0.547 0.0645
H 2.801 -2.012 2.440 0.1110
H 4.187 -1.300 4.354 0.0993
H 3.765 0.887 5.414 0.0979
H 1.949 2.340 4.586 0.0941
H 1.425 3.841 1.498 0.0214
H 1.240 3.989 3.251 0.0384
H -0.083 4.399 2.142 0.0518
H -0.403 2.396 4.824 0.0448
H -1.900 1.814 4.047 0.0328
H -1.347 3.463 3.808 0.0458
C 3.978 -0.509 -0.913 -0.0980
C 2.959 -0.461 -0.042 -0.1886
N 1.897 -1.346 -0.037 -0.1698
C 1.635 -2.133 -1.283 -0.2723
C 2.942 -2.392 -2.028 -0.1695
C 4.021 -1.598 -1.850 -0.0404
C 3.041 -3.513 -2.981 -0.0673
C 2.177 -3.905 -3.923 -0.0572
C 0.960 -3.195 -4.378 -0.2944
C -0.302 -3.795 -4.394 -0.0186
C -1.299 -3.122 -5.083 -0.1345
N -1.104 -1.960 -5.696 0.0874
C 0.110 -1.439 -5.539 -0.2355
N 1.149 -1.983 -4.914 0.1468
H 4.769 0.219 -0.847 0.0960
H 2.953 0.298 0.728 0.0974
H 0.984 -1.546 -1.951 0.1176
H 4.919 -1.805 -2.417 0.1096
H 3.930 -4.133 -2.875 0.1083
H 2.421 -4.795 -4.490 0.1050
H -0.466 -4.778 -3.968 0.1068
H -2.294 -3.550 -5.143 0.1052
H 0.253 -0.445 -5.949 0.1078
C -2.397 4.556 -1.345 -0.0023
C -1.260 3.760 -0.729 -0.6931
O -0.087 4.053 -0.979 -0.0063
O -1.669 2.816 0.012 -0.1572
H -2.122 5.607 -1.414 0.0663
H -3.308 4.389 -0.765 0.0756
H -2.567 4.192 -2.359 0.0782
```

The orbital gap (spin up / spin down) comes out at 5.9 / 6.5 eV. The relative energy (zero: lowest compared OMol25 entry of this formula, charge and spin) is 0.060 eV. As for the multiplicity: 4. Its total energy is -4816.71432 Ha. Its net charge is -1. For the highest occupied orbital energy (spin up / spin down), the calculation gives -3.697 / -4.281 eV.